This record from OMol25 describes the molecule C7H10O2. The level of theory is ωB97M-V with the def2-TZVPD basis set.

DFT total energy   -422.96328 hartree
Molar mass   126.15 g/mol
Relative energy (zero: lowest compared OMol25 entry of this formula, charge and spin)   621.3 kJ/mol
Orbital gap   10.02 eV
SMILES   C=C1[C@H]2CCO[C@@H]1CO2

```
19
C7H10O2 (ωB97M-V with the def2-TZVPD basis set)
C 2.18 -0.47 -1.11
C 0.84 -0.31 -0.63
C 0.07 1.04 -0.51
C -1.39 0.85 -0.63
C -1.69 -0.62 -0.50
O -1.14 -1.22 0.57
C 0.22 -1.01 0.49
C 0.83 0.09 1.45
O 0.26 1.45 0.94
H 2.40 0.47 -1.83
H 2.37 -1.51 -1.18
H 0.48 1.95 -1.15
H -1.90 1.87 -0.22
H -1.56 1.36 -1.63
H -2.62 -0.79 -0.42
H -1.47 -0.80 -1.60
H 0.70 -2.06 0.61
H 1.98 0.03 1.33
H 0.41 0.22 2.66
```